ORCA calculation (the ωB97M-V functional and the def2-TZVPD basis) on a structure of composition C21H53NO22S5V at a distorted geometry.

The charge is -1. The calculation puts the HOMO-LUMO gap at 2.41 eV. The HOMO energy comes out at -0.145 Eh. The LUMO energy comes out at -0.05653 Ha. For the energy above the lowest of the compared OMol25 structures with the same formula, charge and spin, the calculation gives 229.3 kcal per mole. For the largest force on an atom, the calculation gives 4.5 eV/Å.

Each line ends with the Löwdin charge.
Geometry (Å):
O1 -0.0998 -1.5605 0.4065  -0.36
V1 0.0567 -0.4218 -0.7770  1.16
O2 -0.9496 0.8211 -0.4397  -0.39
C1 -4.4520 -2.4623 -5.3298  -0.10
C2 -3.3218 -1.4070 -5.3198  -0.55
C3 -3.8974 0.0623 -5.1175  -0.07
O3 -2.2799 -1.8024 -4.4102  -0.21
H1 -5.3313 -2.0846 -5.8517  0.05
H2 -4.8830 -2.6260 -4.3421  0.07
H3 -3.9945 -3.3048 -5.8484  0.07
H4 -2.9472 -1.4148 -6.3434  0.10
H5 -3.1858 0.7637 -5.5529  0.06
H6 -4.0319 0.3825 -4.0843  0.06
H7 -4.8518 0.2028 -5.6250  0.05
C4 5.4244 -4.2069 -0.3224  -0.06
C5 4.6041 -4.1116 -1.6110  -0.83
O4 4.5283 -5.1358 -2.3166  -0.10
O5 3.9663 -3.0747 -1.8834  -0.11
H8 6.3378 -4.7809 -0.4789  0.05
H9 4.8076 -4.7980 0.3545  0.06
H10 5.6903 -3.2773 0.1808  0.05
O6 -2.2684 -6.2679 0.0527  -0.31
S1 -3.7172 -6.5412 0.2837  0.69
O7 -4.6077 -7.0154 -0.7508  -0.29
O8 -3.9542 -7.4460 1.6689  -0.30
C6 -2.8029 -7.6491 2.5534  -0.24
C7 -3.3462 -7.6461 4.0140  -0.06
C8 -4.4380 -5.0226 0.9362  -0.11
H11 -2.0344 -6.8868 2.4254  0.11
H12 -2.3473 -8.5872 2.2363  0.12
H13 -2.6694 -8.0829 4.7483  0.07
H14 -4.2225 -8.2945 4.0113  0.07
H15 -3.5088 -6.6145 4.3262  0.07
H16 -5.4373 -4.8758 0.5264  0.07
H17 -3.8583 -4.1367 0.6768  0.07
H18 -4.4109 -5.1033 2.0229  0.06
O9 -1.9792 -2.3917 6.1845  -0.34
S2 -0.7467 -1.6531 6.6099  0.70
O10 -0.3326 -0.3475 6.0837  -0.29
O11 -0.9166 -1.5298 8.2783  -0.28
C9 -2.1283 -0.9537 8.7636  -0.31
C10 -2.0329 -0.8338 10.2456  -0.08
C11 0.5181 -2.8761 6.4734  -0.12
H19 -2.8829 -1.7319 8.6486  0.11
H20 -2.4874 -0.1148 8.1674  0.13
H21 -1.6166 -1.7756 10.6033  0.09
H22 -3.0601 -0.7868 10.6073  0.08
H23 -1.4892 0.0426 10.5983  0.08
H24 1.2876 -2.6469 7.2105  0.07
H25 0.8055 -2.7286 5.4324  0.08
H26 0.1966 -3.8772 6.7607  0.08
O12 4.2647 2.0587 0.9322  -0.29
S3 5.5109 2.0446 1.6706  0.66
O13 5.7823 0.8694 2.4693  -0.30
O14 6.7582 2.3133 0.6455  -0.29
C12 8.0859 2.4449 1.1386  -0.26
C13 8.9068 1.7434 0.0211  -0.06
C14 5.7926 3.6014 2.7773  -0.08
H27 8.2102 1.8900 2.0685  0.11
H28 8.3529 3.4974 1.2346  0.12
H29 8.6102 0.7665 -0.3606  0.09
H30 9.8853 1.5825 0.4737  0.07
H31 9.2161 2.3499 -0.8301  0.07
H32 6.7248 3.4309 3.3158  0.05
H33 5.0204 3.6781 3.5429  0.06
H34 5.8073 4.4720 2.1217  0.06
O15 2.3660 2.8449 -7.5745  -0.31
S4 2.6990 1.5952 -6.9201  0.71
O16 2.1491 1.3396 -5.5565  -0.31
O17 2.2129 0.3950 -7.9480  -0.25
C15 2.4974 0.5283 -9.2865  -0.35
C16 1.4630 -0.0734 -10.2506  -0.05
C17 4.5830 1.2641 -6.8384  -0.07
H35 3.4687 0.0778 -9.4903  0.11
H36 2.7370 1.5683 -9.5077  0.11
H37 1.1992 -1.1188 -10.0907  0.08
H38 1.7838 0.0472 -11.2854  0.08
H39 0.5524 0.5095 -10.1129  0.08
H40 4.7239 0.4247 -6.1575  0.07
H41 5.0486 2.1914 -6.5046  0.06
H42 4.9823 0.8945 -7.7829  0.05
O18 -7.0878 5.1290 2.2062  -0.32
S5 -6.2199 4.6057 1.1249  0.70
O19 -6.5257 4.7755 -0.2720  -0.28
O20 -4.6522 5.1609 1.4422  -0.29
C18 -4.1159 5.0834 2.8001  -0.27
C19 -3.6688 6.4761 3.2636  -0.07
C20 -5.8494 2.7850 1.4229  -0.10
H43 -3.2306 4.4503 2.8595  0.12
H44 -4.9313 4.7455 3.4398  0.10
H45 -4.4881 7.1776 3.1063  0.08
H46 -2.9765 6.7964 2.4849  0.07
H47 -3.2160 6.5535 4.2520  0.08
H48 -5.3931 2.5688 2.3889  0.06
H49 -5.3064 2.3524 0.5825  0.07
H50 -6.7723 2.2142 1.3203  0.06
C21 -0.0097 6.9075 -2.1746  0.04
N1 1.4150 7.0291 -1.7597  -0.45
O21 2.2572 6.9593 -2.6586  0.05
O22 1.6260 7.2600 -0.5823  0.06
H51 -0.6865 7.3312 -1.4326  0.10
H52 -0.0428 5.8186 -2.2129  0.10
H53 -0.2213 7.2007 -3.2028  0.10



ORCA calculation (the ωB97M-V functional and the def2-TZVPD basis) on a cluster of 8 separate species, C21H54N2O11S7 in total at a distorted geometry.

The calculation puts the HOMO-LUMO gap at 8.38 eV. The HOMO energy comes out at -0.296 Eh. The LUMO energy comes out at 0.01225 Ha. For the largest force on an atom, the calculation gives 5.8 eV/Å.

Each line ends with the Löwdin charge.
Geometry (Å):
C1 1.6553 1.7756 -1.1049  -0.09
N1 1.3372 0.9974 -2.3379  -0.17
C2 1.6305 -0.4694 -2.1822  -0.08
C3 -0.0453 1.1845 -2.7919  -0.33
O1 -0.2925 0.9924 -4.0302  0.00
C4 -1.3010 1.5602 -1.8732  -0.02
C5 -2.3179 0.3282 -1.9310  -0.20
O2 -1.9264 -0.6488 -0.9222  -0.01
C6 -3.1686 -1.3374 -0.6183  -0.35
O3 -3.3620 -2.5650 -0.5119  0.13
O4 -4.0987 -0.2421 -0.4715  -0.01
C7 -3.8885 0.5478 -1.6751  -0.29
N2 -4.4935 1.8829 -1.7949  0.09
H1 2.7585 1.5345 -0.8447  0.10
H2 1.6100 2.9109 -1.2387  0.06
H3 1.0442 1.4803 -0.1781  0.10
H4 2.5162 -0.6020 -1.4669  0.07
H5 1.9461 -0.9744 -3.1764  0.10
H6 0.6782 -1.0140 -1.8353  0.10
H7 -1.7517 2.5548 -2.2584  0.11
H8 -1.0389 1.7519 -0.7712  0.12
H9 -2.2541 -0.2678 -2.9023  0.16
H10 -4.3745 -0.0838 -2.5077  0.17
H11 -3.9159 2.6277 -1.3873  0.08
H12 -4.8076 2.0955 -2.7474  0.09
C8 -5.2609 0.5854 2.2472  -0.27
S1 -7.0221 0.7735 1.8984  0.81
O5 -7.4392 2.1182 2.4051  -0.57
C9 -7.5826 -0.4538 3.0977  -0.27
H13 -4.7089 1.2941 1.6293  0.04
H14 -5.0643 0.7939 3.3012  0.05
H15 -4.9462 -0.4296 2.0000  0.05
H16 -7.2429 -0.1815 4.0984  0.01
H17 -7.1935 -1.4363 2.8233  0.06
H18 -8.6728 -0.4808 3.0812  0.05
C10 1.3639 -4.6246 -1.0225  -0.26
S2 2.9872 -4.1030 -0.4290  0.82
O6 3.0622 -2.6150 -0.5759  -0.58
C11 3.9264 -4.8271 -1.7897  -0.29
H19 0.6064 -4.2427 -0.3366  0.05
H20 1.1840 -4.2218 -2.0214  0.06
H21 1.3161 -5.7150 -1.0426  0.05
H22 3.5876 -4.4103 -2.7408  0.06
H23 3.7971 -5.9083 -1.7863  0.03
H24 4.9807 -4.5901 -1.6463  0.05
C12 -2.2306 5.9301 -5.4824  -0.27
S3 -2.2512 4.1273 -5.3820  0.83
O7 -2.6446 3.7601 -3.9851  -0.57
C13 -0.4635 3.9109 -5.5169  -0.26
H25 -3.2542 6.2933 -5.3807  0.05
H26 -1.6185 6.3421 -4.6776  0.05
H27 -1.8333 6.2369 -6.4518  0.05
H28 0.0397 4.4477 -4.7102  0.05
H29 -0.1231 4.2831 -6.4854  0.05
H30 -0.2364 2.8466 -5.4393  0.03
C14 6.3009 -0.4595 2.0086  -0.27
S4 4.5426 -0.2632 1.6449  0.79
O8 4.1284 1.0822 2.1484  -0.56
C15 3.9654 -1.4892 2.8374  -0.27
H31 6.8610 0.2478 1.3954  0.05
H32 6.4899 -0.2525 3.0640  0.05
H33 6.6131 -1.4765 1.7632  0.05
H34 4.2980 -1.2189 3.8415  0.05
H35 4.3520 -2.4731 2.5650  0.05
H36 2.8753 -1.5098 2.8101  0.05
C16 2.7719 7.1747 -2.0944  -0.27
S5 2.7583 5.3727 -1.9807  0.79
O9 2.3569 5.0147 -0.5869  -0.55
C17 4.5475 5.1623 -2.0994  -0.26
H37 1.7459 7.5338 -2.0031  0.05
H38 3.3759 7.5953 -1.2881  0.06
H39 3.1753 7.4764 -3.0630  0.05
H40 5.0417 5.7067 -1.2928  0.06
H41 4.8943 5.5280 -3.0679  0.05
H42 4.7760 4.0993 -2.0123  0.05
C18 7.4674 -7.1495 0.6302  -0.26
S6 6.1817 -7.3933 -0.6134  0.82
O10 4.9323 -6.7531 -0.0982  -0.58
C19 6.0172 -9.1745 -0.3689  -0.27
H43 7.7036 -6.0857 0.6782  0.05
H44 7.1117 -7.4860 1.6060  0.06
H45 8.3622 -7.7054 0.3440  0.05
H46 5.7510 -9.3859 0.6682  0.06
H47 6.9581 -9.6660 -0.6234  0.05
H48 5.2289 -9.5417 -1.0272  0.05
C20 -6.5734 1.6060 7.0526  -0.26
S7 -6.6676 -0.1867 7.2462  0.81
O11 -7.6902 -0.6902 6.2768  -0.56
C21 -7.4373 -0.1606 8.8793  -0.27
H49 -6.1522 1.8256 6.0705  0.05
H50 -7.5716 2.0423 7.1241  0.06
H51 -5.9246 2.0228 7.8253  0.05
H52 -8.3820 0.3845 8.8381  0.06
H53 -6.7610 0.3127 9.5937  0.05
H54 -7.6260 -1.1895 9.1882  0.05